# 1
Density functional theory data (the ωB97M-V functional and the def2-TZVPD basis) for a structure of composition C31H45CaCl5GeN4OS2SeSi2.

Values from the calculation:
Energy above the lowest of the compared OMol25 structures with the same formula, charge and spin: 1.97 kcal/mol
LUMO: 3.746 eV
Largest force on an atom: 0.2 eV Å⁻¹
HOMO-LUMO gap: 0.121 Ha
HOMO level: 0.46 eV
E: -281226.9447 eV

The geometry in ORCA input format:
```
! RIJCOSX wB97M-V def2-TZVPD def2/J DEFGRID3
* xyz -2 1
Ca 0.41 0.13 1.59
C -3.71 2.21 2.72
C -2.29 1.90 2.35
N -1.96 0.55 2.08
N -2.98 -0.26 2.21
C -2.89 -1.54 2.08
N -4.01 -2.36 2.44
S -1.29 -2.36 1.89
C -1.31 2.84 2.30
C -1.49 4.26 2.57
C -0.45 5.11 2.60
C 0.88 4.65 2.34
C 1.00 3.32 2.01
N 0.00 2.44 1.93
H -4.03 1.60 3.58
H -4.40 1.95 1.91
H -3.85 3.26 2.97
H -4.07 -3.16 1.82
H -3.91 -2.73 3.38
H -2.49 4.65 2.75
H -0.62 6.17 2.81
H 1.75 5.30 2.39
H 1.98 2.92 1.76
C -1.37 -1.07 -1.13
Si -1.39 -2.70 -0.23
C -3.08 -3.44 -0.62
C -0.07 -3.92 -0.84
C -0.51 -4.90 -1.74
C 0.37 -5.80 -2.33
C 1.71 -5.74 -2.01
C 2.16 -4.78 -1.10
C 1.31 -3.86 -0.49
Si 2.02 -2.52 0.73
C 2.09 -3.55 2.36
C 3.90 -2.57 0.28
H -1.68 -1.19 -2.17
H -0.40 -0.58 -1.13
H -2.07 -0.40 -0.63
H -3.20 -3.55 -1.70
H -3.85 -2.76 -0.27
H -3.23 -4.42 -0.16
H -1.56 -4.96 -2.00
H 0.00 -6.54 -3.03
H 2.42 -6.43 -2.46
H 3.22 -4.76 -0.86
H 2.64 -4.49 2.20
H 1.09 -3.79 2.73
H 2.60 -2.97 3.13
H 4.38 -3.52 0.53
H 4.40 -1.78 0.84
H 4.08 -2.38 -0.79
C -3.77 0.74 -3.34
Ge -2.47 2.09 -3.91
C -0.66 1.37 -3.82
C -2.86 2.60 -5.77
C -2.66 3.63 -2.73
Se -1.98 3.24 -0.92
C -0.18 3.86 -1.26
H -3.62 -0.20 -3.88
H -4.78 1.09 -3.52
H -3.64 0.55 -2.28
H -0.62 0.39 -4.31
H -0.39 1.24 -2.77
H 0.06 2.03 -4.30
H -2.79 1.73 -6.43
H -2.16 3.35 -6.12
H -3.87 3.01 -5.86
H -3.72 3.88 -2.63
H -2.15 4.53 -3.10
H 0.26 3.31 -2.09
H 0.39 3.66 -0.35
H -0.19 4.93 -1.47
C 2.13 -0.76 -2.44
S 2.61 0.28 -1.06
C 3.30 1.60 -2.06
O 1.34 0.90 -0.53
H 1.48 -0.21 -3.12
H 1.62 -1.63 -2.02
H 3.04 -1.09 -2.94
H 4.18 1.25 -2.59
H 3.58 2.39 -1.35
H 2.54 1.97 -2.75
Cl 0.45 -0.55 4.63
C 2.14 -0.10 4.45
C 2.54 0.34 3.20
C 3.87 0.71 3.13
Cl 4.50 1.31 1.59
C 4.76 0.64 4.20
Cl 6.42 1.12 4.04
C 4.30 0.18 5.43
Cl 5.38 0.08 6.79
C 2.97 -0.19 5.56
Cl 2.38 -0.76 7.09
*
```

---

# 2
Density functional theory data (the ωB97M-V functional and the def2-TZVPD basis) for a structure of composition C31H45ClF5FeP at a distorted geometry.

Values from the calculation:
Energy above the lowest of the compared OMol25 structures with the same formula, charge and spin: 0.00 kcal/mol
LUMO (alpha / beta): 2.582 / 2.546 eV
Largest force on an atom: 4.9 eV Å⁻¹
HOMO-LUMO gap (alpha / beta): 0.161 / 0.241 Ha
HOMO level (alpha / beta): -1.80 / -4.02 eV
E: -102659.9687 eV

The geometry in ORCA input format:
```
! RIJCOSX wB97M-V def2-TZVPD def2/J DEFGRID3
* xyz -1 6
Fe -0.67 -1.63 1.05
P 0.43 0.06 -0.67
Cl -0.77 -2.91 -0.73
C 1.24 -0.50 0.87
H 2.10 0.08 1.17
H 1.73 -1.53 0.72
C -1.27 0.20 -1.73
C 1.69 -0.72 -1.81
C -1.36 1.24 -2.86
H -1.26 -0.81 -2.18
C -2.62 1.04 -3.73
H -1.43 2.25 -2.42
H -0.48 1.24 -3.52
C -3.92 0.94 -2.93
H -2.69 1.86 -4.46
H -2.49 0.11 -4.31
C -3.80 0.07 -1.68
H -4.24 1.95 -2.64
H -4.71 0.55 -3.57
C -2.52 0.32 -0.85
H -4.67 0.21 -1.04
H -3.79 -0.99 -1.98
H -2.56 1.34 -0.44
H -2.50 -0.39 -0.01
C 0.98 1.85 -0.56
C 3.11 -0.28 -1.44
H 1.56 -1.78 -1.54
C 4.11 -1.24 -2.06
H 3.30 0.73 -1.84
H 3.28 -0.19 -0.37
C 3.93 -1.29 -3.58
H 5.12 -0.93 -1.78
H 3.92 -2.23 -1.62
C 2.48 -1.44 -4.08
H 4.35 -0.37 -4.00
H 4.53 -2.12 -3.97
C 1.44 -0.61 -3.31
H 2.43 -1.17 -5.14
H 2.19 -2.49 -3.98
H 1.52 0.44 -3.61
H 0.43 -0.95 -3.56
C -0.10 2.75 0.05
H 1.84 1.78 0.13
C 0.45 4.14 0.37
H -0.94 2.84 -0.65
H -0.52 2.32 0.96
C 1.15 4.82 -0.81
H -0.38 4.77 0.72
H 1.16 4.05 1.21
C 2.07 3.89 -1.61
H 0.39 5.24 -1.49
H 1.73 5.67 -0.44
C 1.46 2.50 -1.87
H 2.32 4.35 -2.58
H 3.02 3.76 -1.06
H 0.62 2.61 -2.56
H 2.20 1.90 -2.40
C -0.77 0.07 2.30
C 0.71 0.25 2.46
H -1.21 0.68 1.49
C 1.28 -0.09 3.85
H 1.05 1.33 2.22
C 0.31 -0.79 4.84
H 2.16 -0.73 3.72
H 1.69 0.81 4.34
C -1.10 -0.13 4.86
H 0.25 -1.87 4.56
H 0.74 -0.69 5.86
C -1.72 0.06 3.48
H -1.76 -0.73 5.51
H -1.00 0.89 5.29
H -2.47 -0.72 3.31
H -2.30 1.01 3.47
F -3.56 -2.38 2.04
C -2.63 -3.19 2.61
C -1.29 -2.94 2.42
C -0.44 -3.81 3.07
F 0.91 -3.63 2.97
C -0.90 -4.91 3.80
F -0.04 -5.75 4.38
C -2.26 -5.16 3.94
F -2.72 -6.19 4.65
C -3.12 -4.26 3.35
F -4.44 -4.42 3.47
*
```

---

# 3
Density functional theory data (the ωB97M-V functional and the def2-TZVPD basis) for a structure of composition C31H45ClF5PSTc at a distorted geometry.

Values from the calculation:
LUMO (alpha / beta): -0.143 / -0.180 eV
Largest force on an atom: 5.3 eV Å⁻¹
HOMO-LUMO gap (alpha / beta): 0.243 / 0.314 Ha
HOMO level (alpha / beta): -6.75 / -8.73 eV
E: -81305.2578 eV

The geometry in ORCA input format:
```
! RIJCOSX wB97M-V def2-TZVPD def2/J DEFGRID3
* xyz 0 4
Tc -0.60 0.26 0.20
Cl -2.80 -0.73 0.07
P -0.10 0.40 -2.12
C -0.72 1.96 0.88
H 0.21 2.23 1.57
H -1.43 1.93 1.77
C 1.38 -0.44 -2.96
C 0.00 2.21 -2.63
C 2.71 0.23 -2.60
H 1.36 -1.43 -2.47
C 3.91 -0.64 -3.02
H 2.79 1.21 -3.10
H 2.76 0.42 -1.52
C 3.86 -1.06 -4.49
H 4.84 -0.09 -2.82
H 3.93 -1.53 -2.38
C 2.49 -1.59 -4.93
H 4.14 -0.21 -5.12
H 4.62 -1.83 -4.67
C 1.32 -0.70 -4.48
H 2.46 -1.70 -6.02
H 2.34 -2.59 -4.50
H 1.37 0.26 -5.03
H 0.38 -1.18 -4.77
C -1.60 -0.27 -3.04
C 0.55 2.53 -4.03
H -1.06 2.51 -2.60
C 0.45 4.03 -4.32
H 1.61 2.23 -4.10
H 0.02 1.97 -4.82
C 1.11 4.89 -3.24
H 0.90 4.25 -5.30
H -0.62 4.30 -4.40
C 0.67 4.50 -1.82
H 2.20 4.79 -3.31
H 0.88 5.95 -3.42
C 0.77 2.99 -1.57
H 1.28 5.04 -1.08
H -0.37 4.82 -1.66
H 1.82 2.69 -1.58
H 0.38 2.76 -0.56
C -1.60 -1.81 -3.04
H -2.41 0.05 -2.37
C -2.99 -2.35 -3.43
H -0.84 -2.20 -3.73
H -1.35 -2.19 -2.04
C -3.46 -1.80 -4.78
H -2.96 -3.45 -3.47
H -3.70 -2.07 -2.65
C -3.30 -0.28 -4.92
H -2.89 -2.29 -5.59
H -4.51 -2.07 -4.94
C -1.95 0.27 -4.44
H -3.46 0.02 -5.96
H -4.09 0.21 -4.33
H -1.17 -0.01 -5.17
H -1.99 1.37 -4.43
C 0.55 -1.67 1.15
C -0.10 -0.66 1.90
H 0.31 -1.94 0.05
C -1.39 -0.94 2.85
H 0.71 -0.36 2.67
C -1.77 -2.38 3.11
H -1.07 -0.41 3.75
H -2.17 -0.28 2.45
C -1.11 -3.25 2.06
H -1.42 -2.66 4.09
H -2.85 -2.47 3.11
C 0.42 -2.94 1.97
H -1.25 -4.33 2.24
H -1.57 -2.96 1.09
H 0.91 -2.71 2.93
H 0.99 -3.70 1.40
F 3.94 1.88 5.50
C 3.58 1.22 4.38
C 3.32 1.96 3.22
F 3.41 3.29 3.21
C 2.97 1.26 2.06
F 2.84 1.94 0.89
C 2.78 -0.13 2.07
S 2.22 -0.97 0.60
C 3.11 -0.84 3.24
F 3.14 -2.20 3.22
C 3.49 -0.16 4.40
F 3.78 -0.86 5.52
*
```

---

# 4
Density functional theory data (the ωB97M-V functional and the def2-TZVPD basis) for a structure of composition C31H45FeN7O2S at a distorted geometry.

Values from the calculation:
LUMO (alpha / beta): -1.464 / -1.618 eV
Largest force on an atom: 1.0 eV Å⁻¹
HOMO-LUMO gap (alpha / beta): 0.207 / 0.225 Ha
HOMO level (alpha / beta): -7.08 / -7.73 eV
E: -92622.5105 eV

The geometry in ORCA input format:
```
! RIJCOSX wB97M-V def2-TZVPD def2/J DEFGRID3
* xyz 0 5
Fe -0.22 -0.03 0.28
C 5.76 2.05 -4.14
C 5.50 1.45 -2.75
C 6.25 0.11 -2.66
C 6.06 2.42 -1.70
C 4.01 1.22 -2.48
C 3.62 0.73 -1.27
C 2.25 0.51 -1.00
N 1.72 0.03 0.12
C 2.32 -0.04 1.39
C 3.59 -0.48 1.71
C 4.01 -0.45 3.03
C 3.11 0.01 3.99
C 1.81 0.42 3.71
C 1.41 0.38 2.37
O 0.15 0.71 1.95
C 0.84 0.87 4.81
C 0.36 2.30 4.53
C 1.49 0.86 6.19
C -0.37 -0.09 4.84
C 5.41 -0.91 3.46
C 5.29 -2.08 4.44
C 6.14 0.25 4.14
C 6.25 -1.37 2.27
C 1.24 0.96 -1.96
O 0.02 1.01 -1.53
C 1.66 1.36 -3.26
C 3.02 1.47 -3.46
C 0.71 1.67 -4.43
C 1.04 0.70 -5.58
C -0.78 1.50 -4.11
C 0.93 3.12 -4.90
H 6.83 2.23 -4.26
H 5.24 3.01 -4.26
H 5.44 1.38 -4.94
H 7.31 0.25 -2.89
H 5.84 -0.61 -3.38
H 6.16 -0.32 -1.66
H 7.13 2.59 -1.88
H 5.96 2.02 -0.69
H 5.54 3.37 -1.74
H 4.35 0.51 -0.50
H 4.23 -0.88 0.94
H 3.44 0.02 5.03
H 1.21 2.99 4.50
H -0.33 2.62 5.31
H -0.16 2.36 3.57
H 2.35 1.52 6.24
H 1.80 -0.15 6.48
H 0.76 1.20 6.93
H -0.88 -0.11 3.88
H -1.08 0.24 5.61
H -0.04 -1.10 5.09
H 4.76 -1.79 5.35
H 6.28 -2.44 4.73
H 4.75 -2.92 3.99
H 5.62 0.58 5.04
H 6.22 1.10 3.46
H 7.15 -0.06 4.43
H 5.79 -2.22 1.75
H 7.23 -1.69 2.62
H 6.40 -0.56 1.55
H 3.35 1.79 -4.44
H 0.87 -0.33 -5.27
H 2.08 0.79 -5.91
H 0.40 0.91 -6.44
H -1.01 0.51 -3.72
H -1.34 1.64 -5.04
H -1.12 2.24 -3.40
H 1.95 3.28 -5.26
H 0.75 3.81 -4.08
H 0.24 3.36 -5.71
N -2.48 1.89 -0.73
N -2.99 0.83 0.05
C -2.61 -1.29 -0.14
N -3.13 -2.40 0.55
S -1.22 -1.73 -1.20
H -1.92 2.46 -0.11
H -1.85 1.49 -1.43
H -3.64 1.26 0.72
H -4.05 -2.27 0.97
H -3.09 -3.25 0.01
N -2.11 -0.17 0.70
C -3.64 -0.31 -0.70
N -4.81 -0.36 -1.11
C -5.64 0.70 -1.15
N -6.41 1.55 -1.17
*
```

---

# 5
Density functional theory data (the ωB97M-V functional and the def2-TZVPD basis) for a structure of composition C31H46BClFeN6.

Values from the calculation:
Energy above the lowest of the compared OMol25 structures with the same formula, charge and spin: 0.00 kcal/mol
LUMO (alpha / beta): -2.551 / -3.469 eV
Largest force on an atom: 0.6 eV Å⁻¹
HOMO-LUMO gap (alpha / beta): 0.272 / 0.304 Ha
HOMO level (alpha / beta): -9.95 / -11.75 eV
E: -89418.0179 eV

The geometry in ORCA input format:
```
! RIJCOSX wB97M-V def2-TZVPD def2/J DEFGRID3
* xyz 1 6
Fe 0.08 0.12 -0.41
C -5.01 0.12 -1.72
C -3.57 0.29 -2.07
C -3.01 0.65 -3.29
C -1.63 0.68 -3.08
N -1.38 0.36 -1.81
N -2.57 0.12 -1.19
B -2.64 -0.26 0.31
N -1.84 -1.58 0.55
N -0.60 -1.75 -0.02
C -0.13 -2.93 0.39
C -1.07 -3.53 1.23
C -2.14 -2.65 1.30
C -3.42 -2.82 2.04
C 1.16 -3.51 -0.13
C 2.05 -3.94 1.03
C 1.89 -2.51 -1.02
C 0.80 -4.74 -0.99
N -2.02 0.89 1.17
N -0.84 1.47 0.78
C -0.51 2.37 1.72
C -1.48 2.36 2.72
C -2.42 1.42 2.33
C -3.68 1.03 3.03
C 0.68 3.29 1.57
C 0.14 4.71 1.39
C 1.55 3.22 2.83
C 1.51 2.92 0.34
C -0.50 1.00 -4.03
C 0.43 -0.22 -4.14
C 0.30 2.19 -3.48
C -1.06 1.34 -5.40
H -5.62 0.30 -2.61
H -5.32 0.81 -0.94
H -5.21 -0.90 -1.38
H -3.54 0.85 -4.20
H -3.77 -0.42 0.65
H -1.01 -4.50 1.69
H -3.56 -3.87 2.29
H -4.27 -2.48 1.45
H -3.41 -2.25 2.97
H 2.32 -3.10 1.66
H 2.97 -4.40 0.65
H 1.55 -4.69 1.65
H 2.20 -1.62 -0.45
H 1.28 -2.21 -1.87
H 2.81 -2.96 -1.41
H 0.28 -5.49 -0.39
H 1.71 -5.19 -1.39
H 0.15 -4.46 -1.82
H -1.53 2.99 3.60
H -3.94 1.80 3.75
H -3.55 0.09 3.58
H -4.50 0.90 2.34
H -0.45 5.02 2.25
H -0.49 4.78 0.50
H 0.97 5.41 1.28
H 0.97 3.50 3.72
H 2.38 3.92 2.74
H 1.95 2.22 2.99
H 0.91 2.99 -0.57
H 1.93 1.91 0.43
H 2.35 3.61 0.24
H 0.88 -0.45 -3.17
H 1.24 -0.01 -4.84
H -0.11 -1.10 -4.48
H 0.75 1.95 -2.51
H -0.34 3.07 -3.35
H 1.10 2.45 -4.17
H -1.62 0.51 -5.82
H -0.24 1.57 -6.09
H -1.72 2.21 -5.36
Cl 5.46 -1.43 6.35
C 4.33 -1.11 5.09
C 2.96 -1.16 5.37
C 2.05 -0.91 4.37
C 2.48 -0.60 3.05
C 1.55 -0.36 2.04
C 3.88 -0.57 2.80
C 4.78 -0.82 3.81
H 2.63 -1.39 6.37
H 0.99 -0.94 4.58
H 0.49 -0.39 2.27
H 1.87 -0.13 1.03
H 4.23 -0.34 1.81
H 5.85 -0.79 3.61
*
```